A molecular structure, C4H6AlO3 at a distorted geometry, computed with ωB97M-V/def2-TZVPD.

## Properties
* total charge: +3
* HOMO energy (spin up / spin down): -22.4 / -21.7 eV
* E_tot: -622.61430 a.u.
* energy above the lowest of the compared OMol25 structures with the same formula, charge and spin: 215.8 kJ/mol
* strongest force on any atom: 8.03 eV Å⁻¹

```
14
Properties=species:S:1:pos:R:3:lowdin_charge:R:1
H 0.47628 2.10781 -0.01675 0.123
O -0.17875 -0.01149 -1.02026 0.177
Al 2.38340 1.18463 0.45222 1.174
O 1.68267 -0.23142 0.21870 0.052
C 0.60754 -0.67829 -0.21421 -0.323
O -0.03856 -1.69195 0.38373 0.254
C 0.57058 -2.72387 0.86758 0.493
C -1.25400 0.74428 -0.75326 0.060
C -0.99325 2.10765 -0.50169 0.104
H -0.07850 -3.55949 1.12466 0.201
H 1.65925 -2.70153 0.94904 0.190
H -1.69193 2.53015 0.23143 0.142
H -2.08961 0.18803 -0.32646 0.188
H -1.05512 2.73549 -1.39473 0.165
```